Below is 4 unconnected molecules or ions with the total composition C20H43N4O4, with properties calculated with ωB97M-V with the def2-TZVPD basis set.

The HOMO-LUMO gap comes out at 0.258 hartree. For the energy above the lowest of the compared OMol25 structures with the same formula, charge and spin, the calculation gives 29.81 kJ/mol. Its largest force on an atom is 3.90 eV/A. The charge is +1.

Positions of all 71 atoms, in Å:
C: -1.729 3.016 0.853
C: -2.293 2.421 2.196
O: -1.201 2.372 3.115
C: -1.053 1.093 3.715
C: 0.359 1.097 4.409
C: 1.431 0.496 3.424
C: 2.497 1.533 2.935
C: 2.346 1.903 1.418
C: 2.706 0.671 0.526
C: 3.418 0.933 -0.855
C: 2.603 0.275 -2.016
N: 1.490 -0.153 -1.504
C: 1.372 0.083 -0.051
H: -0.888 3.696 1.119
H: -2.520 3.555 0.268
H: -1.275 2.184 0.269
H: -2.817 1.456 2.053
H: -3.036 3.151 2.595
H: -1.154 0.243 3.001
H: -1.852 0.940 4.484
H: 0.589 2.167 4.597
H: 0.338 0.593 5.391
H: 0.871 0.061 2.568
H: 1.901 -0.366 3.947
H: 3.492 1.038 3.034
H: 2.532 2.455 3.546
H: 1.306 2.236 1.232
H: 3.014 2.765 1.183
H: 3.207 -0.148 1.071
H: 3.180 2.020 -1.039
H: 4.520 0.930 -0.926
H: 2.933 0.208 -3.068
H: 0.730 -0.629 -1.986
H: 1.376 -0.965 0.357
H: 0.414 0.459 0.351
C: 0.570 -4.626 0.793
O: 1.185 -3.790 1.428
N: -0.194 -4.357 -0.290
C: -0.910 -5.382 -1.024
C: -0.292 -2.985 -0.724
H: 0.591 -5.693 1.058
H: -0.561 -5.387 -2.058
H: -1.979 -5.158 -1.002
H: -0.745 -6.365 -0.587
H: 0.709 -2.614 -0.963
H: -0.704 -2.382 0.090
H: -0.933 -2.906 -1.600
C: 2.762 -3.603 -3.015
O: 1.973 -4.515 -3.139
N: 4.056 -3.637 -3.391
C: 4.936 -2.502 -3.207
C: 4.579 -4.849 -4.001
H: 2.469 -2.637 -2.567
H: 5.312 -2.184 -4.183
H: 5.775 -2.794 -2.572
H: 4.408 -1.668 -2.737
H: 4.013 -5.072 -4.907
H: 4.464 -5.683 -3.307
H: 5.630 -4.723 -4.249
C: -5.542 3.133 -1.009
O: -4.328 3.096 -1.080
N: -6.261 4.184 -0.558
C: -7.710 4.160 -0.500
C: -5.557 5.376 -0.118
H: -6.169 2.281 -1.317
H: -8.111 4.963 -1.122
H: -8.034 4.307 0.532
H: -8.095 3.207 -0.861
H: -4.961 5.771 -0.943
H: -4.885 5.118 0.702
H: -6.266 6.131 0.214

---

Below is C22H44O2 in the gas phase, with properties calculated with ωB97M-V with the def2-TZVPD basis set.

The HOMO-LUMO gap comes out at 0.412 hartree. For the energy above the lowest of the compared OMol25 structures with the same formula, charge and spin, the calculation gives 8.06 kJ/mol. Its largest force on an atom is 0.73 eV/A. Its structure (SMILES) is CCCCCCCCCCCCCCCCCCCCCC(=O)O. The charge is 0.

Positions of all 68 atoms, in Å:
C: -3.005 -1.908 -2.418
C: -2.080 -3.083 -2.716
C: -0.783 -3.047 -1.905
C: -1.008 -3.244 -0.407
C: 0.296 -3.417 0.374
C: 1.220 -2.202 0.276
C: 2.329 -2.214 1.328
C: 3.203 -0.960 1.236
C: 4.268 -1.058 0.144
C: 4.929 0.283 -0.190
C: 4.006 1.231 -0.971
C: 3.385 2.335 -0.114
C: 2.242 3.067 -0.820
C: 1.052 2.150 -1.106
C: -0.236 2.915 -1.402
C: -1.361 1.952 -1.795
C: -2.759 2.490 -1.482
C: -3.100 2.401 0.008
C: -3.428 0.974 0.443
H: -4.345 0.653 -0.059
C: -3.619 0.821 1.953
C: -2.338 1.084 2.758
C: -1.204 0.216 2.276
O: -0.209 0.609 1.726
O: -1.417 -1.080 2.524
H: -0.683 -1.617 2.178
H: -2.032 2.126 2.676
H: -2.525 0.849 3.807
H: -3.954 -0.197 2.163
H: -4.392 1.510 2.297
H: -2.631 0.303 0.120
H: -3.958 3.042 0.224
H: -2.252 2.773 0.583
H: -2.817 3.531 -1.806
H: -3.503 1.925 -2.049
H: -1.288 1.733 -2.863
H: -1.214 1.012 -1.261
H: -0.070 3.638 -2.204
H: -0.520 3.475 -0.510
H: 0.876 1.519 -0.233
H: 1.278 1.503 -1.955
H: 1.908 3.884 -0.174
H: 2.602 3.509 -1.752
H: 4.162 3.056 0.155
H: 2.998 1.913 0.814
H: 4.565 1.703 -1.783
H: 3.212 0.641 -1.428
H: 5.263 0.764 0.731
H: 5.819 0.076 -0.789
H: 3.825 -1.462 -0.768
H: 5.038 -1.763 0.470
H: 3.699 -0.787 2.193
H: 2.549 -0.111 1.043
H: 1.876 -2.259 2.323
H: 2.945 -3.108 1.209
H: 1.669 -2.173 -0.718
H: 0.641 -1.283 0.393
H: 0.823 -4.301 0.007
H: 0.051 -3.608 1.425
H: -1.628 -4.132 -0.256
H: -1.556 -2.389 -0.007
H: -0.122 -3.838 -2.267
H: -0.287 -2.091 -2.079
H: -1.824 -3.070 -3.778
H: -2.606 -4.020 -2.516
H: -2.482 -0.965 -2.565
H: -3.369 -1.947 -1.395
H: -3.866 -1.929 -3.083

---

Below is CH3N5 in the gas phase, with properties calculated with ωB97M-V with the def2-TZVPD basis set.

The HOMO-LUMO gap comes out at 0.334 hartree. For the energy above the lowest of the compared OMol25 structures with the same formula, charge and spin, the calculation gives 205.10 kJ/mol. Its largest force on an atom is 3.82 eV/A. Its structure (SMILES) is [H]/N=c1/nn[nH][nH]1. The charge is 0.

Positions of all 9 atoms, in Å:
C: 0.695 -0.390 0.032
H: 2.548 0.339 -0.067
H: -2.160 0.770 -0.062
H: -0.018 1.705 -0.042
N: 1.986 -0.536 -0.031
N: -0.150 -1.536 0.102
N: -1.342 -1.223 -0.024
N: -1.410 0.135 -0.028
N: -0.149 0.737 0.123

---

Below is 16 unconnected molecules or ions with the total composition C22H28Cl30N6, with properties calculated with ωB97M-V with the def2-TZVPD basis set.

The HOMO-LUMO gap comes out at 0.401 hartree. Its largest force on an atom is 3.83 eV/A. The charge is 0.

Positions of all 86 atoms, in Å:
C: 2.611 6.121 -3.928
C: 2.753 5.198 -5.043
N: 2.701 4.296 -5.749
H: 3.319 6.904 -3.945
H: 2.810 5.668 -2.978
H: 1.579 6.545 -3.915
C: 1.267 -2.857 4.982
C: 2.652 -2.456 5.083
N: 3.754 -2.173 5.234
H: 1.258 -3.579 4.158
H: 0.648 -2.080 4.609
H: 0.877 -3.323 5.903
C: 2.613 0.609 -4.829
C: 1.683 1.275 -3.920
N: 0.975 1.729 -3.178
H: 2.705 1.259 -5.710
H: 2.294 -0.327 -5.193
H: 3.546 0.551 -4.279
C: 3.432 1.251 0.792
C: 2.675 0.315 1.593
N: 2.109 -0.470 2.231
H: 3.457 0.855 -0.237
H: 4.488 1.339 1.108
H: 3.008 2.256 0.862
C: 0.494 -1.527 -1.550
C: 1.836 -1.514 -2.230
N: 2.906 -1.641 -2.656
H: 0.580 -1.258 -0.489
H: 0.229 -2.587 -1.574
H: -0.268 -0.995 -2.084
C: -3.352 7.475 2.304
C: -1.928 7.313 2.458
N: -0.793 7.232 2.395
H: -3.733 6.459 2.647
H: -3.633 7.705 1.321
H: -3.641 8.266 3.024
C: -2.017 0.950 4.040
Cl: -0.731 0.059 3.185
Cl: -1.496 1.299 5.683
Cl: -3.498 0.000 4.002
H: -2.238 1.878 3.562
C: 3.569 -5.292 1.254
Cl: 3.976 -4.666 2.834
Cl: 2.046 -4.612 0.586
Cl: 3.282 -7.054 1.246
H: 4.376 -4.980 0.543
C: -2.210 -7.082 3.569
Cl: -3.226 -6.419 4.865
Cl: -2.330 -8.878 3.673
Cl: -0.514 -6.501 3.742
H: -2.564 -6.657 2.643
C: -5.105 2.924 0.761
Cl: -6.344 1.744 0.355
Cl: -4.692 2.916 2.498
Cl: -5.693 4.523 0.275
H: -4.141 2.622 0.216
C: 2.082 6.228 1.423
Cl: 1.491 4.612 2.023
Cl: 1.532 6.615 -0.260
Cl: 3.804 6.379 1.542
H: 1.464 6.936 1.956
C: 5.581 -2.020 -1.415
Cl: 5.904 -0.273 -1.832
Cl: 4.719 -2.128 0.132
Cl: 7.145 -2.903 -1.368
H: 4.921 -2.443 -2.195
C: -4.200 -2.274 0.883
Cl: -4.304 -3.558 2.037
Cl: -5.212 -2.687 -0.520
Cl: -2.551 -1.890 0.410
H: -4.711 -1.416 1.312
C: -3.166 -6.093 -1.253
Cl: -2.465 -7.068 -2.496
Cl: -1.956 -5.604 0.009
Cl: -4.491 -7.023 -0.468
H: -3.522 -5.156 -1.692
C: -2.280 -2.355 -5.410
Cl: -1.436 -0.802 -5.291
Cl: -3.917 -2.110 -4.996
Cl: -1.651 -3.517 -4.299
H: -2.025 -2.741 -6.415
C: -1.740 2.522 -1.759
Cl: -3.129 1.714 -2.558
Cl: -1.256 1.697 -0.269
Cl: -2.088 4.287 -1.537
H: -0.902 2.465 -2.441

---

Below is a molecular structure, C5H4BrN2O2, with properties calculated with ωB97M-V with the def2-TZVPD basis set.

The HOMO-LUMO gap comes out at 0.297 hartree. For the energy above the lowest of the compared OMol25 structures with the same formula, charge and spin, the calculation gives 4.54 kJ/mol. Its largest force on an atom is 5.65 eV/A. The charge is -1.

Positions of all 14 atoms, in Å:
C: 0.555 -1.112 -0.245
C: 0.566 0.122 -0.985
C: 1.219 -1.212 0.931
C: -2.878 0.980 -0.684
C: 1.984 0.939 0.928
N: 1.905 -0.171 1.489
N: 1.168 1.199 -0.681
O: -2.600 0.621 -1.760
O: -3.272 1.745 0.104
Br: -2.370 -1.007 0.695
H: 0.028 -1.950 -0.666
H: -0.002 0.140 -1.917
H: 1.219 -2.115 1.524
H: 2.480 1.820 1.267

---

Below is a gas-phase ion, C2H7N2O (charge -1), with properties calculated with ωB97M-V with the def2-TZVPD basis set.

The HOMO-LUMO gap comes out at 0.220 hartree. For the energy above the lowest of the compared OMol25 structures with the same formula, charge and spin, the calculation gives 219.65 kJ/mol. Its largest force on an atom is 0.40 eV/A. Its structure (SMILES) is N[N-]CCO. The charge is -1.

Positions of all 12 atoms, in Å:
N: -0.725 -1.737 0.677
N: -0.661 -0.383 1.181
C: 0.484 0.270 0.630
C: 0.300 0.727 -0.822
O: -0.609 1.828 -0.881
H: -0.769 -1.755 -0.350
H: 0.177 -2.203 0.877
H: 1.424 -0.352 0.667
H: 0.681 1.185 1.212
H: -0.107 -0.117 -1.399
H: 1.220 1.057 -1.320
H: -1.415 1.480 -0.472

---

Below is a molecular structure, C5H3F, with properties calculated with ωB97M-V with the def2-TZVPD basis set.

The HOMO-LUMO gap comes out at 0.302 hartree. For the energy above the lowest of the compared OMol25 structures with the same formula, charge and spin, the calculation gives 361.28 kJ/mol. Its largest force on an atom is 5.37 eV/A. The charge is 0.

Positions of all 9 atoms, in Å:
C: -0.097 -1.159 0.893
C: 0.613 -1.402 -0.381
C: 0.086 1.168 -0.029
C: -0.981 -0.081 0.389
C: -0.100 -0.097 -0.727
F: 1.785 -1.863 -0.771
H: -0.202 2.102 -0.583
H: 0.933 1.251 0.623
H: -2.039 0.081 0.586

---

Below is a molecular structure, C20H11CrF5O8S2Se, with properties calculated with ωB97M-V with the def2-TZVPD basis set.

The HOMO-LUMO gap (spin up / spin down) comes out at 0.272 / 0.284 hartree. For the energy above the lowest of the compared OMol25 structures with the same formula, charge and spin, the calculation gives 0.00 kJ/mol. As for the expectation value of S²: 0.76. Its largest force on an atom is 1.70 eV/A. The multiplicity is 2. The charge is -1.

Positions of all 48 atoms, in Å:
Cr: 0.959 -0.468 0.557
O: -1.399 0.359 -2.347
S: -0.779 -0.538 -1.409
O: -1.093 -0.274 0.000
O: 0.697 -0.576 -1.519
C: -1.443 -2.159 -1.751
C: -2.236 -2.288 -2.883
C: -2.821 -3.506 -3.184
C: -2.599 -4.604 -2.365
C: -1.811 -4.475 -1.233
C: -1.246 -3.251 -0.905
S: -0.408 -3.163 0.693
O: -1.306 -2.475 1.579
O: -0.120 -4.533 1.040
O: 0.852 -2.411 0.409
H: -2.380 -1.416 -3.505
H: -3.450 -3.595 -4.061
H: -3.048 -5.559 -2.606
H: -1.609 -5.309 -0.574
C: -0.314 3.518 0.702
C: -0.077 2.101 1.148
O: 0.802 1.472 0.519
C: -0.810 1.555 2.257
C: -1.939 2.221 2.770
C: -2.619 1.740 3.857
C: -2.162 0.574 4.492
C: -1.067 -0.100 4.023
C: -0.379 0.334 2.865
O: 0.642 -0.348 2.448
H: 0.568 3.864 0.167
H: -0.529 4.177 1.539
H: -1.158 3.527 0.008
H: -2.300 3.112 2.273
H: -3.504 2.246 4.221
H: -2.699 0.196 5.354
H: -0.721 -1.018 4.480
F: 3.787 3.815 -3.432
C: 3.710 2.821 -2.545
C: 3.734 3.096 -1.189
F: 3.833 4.369 -0.776
C: 3.652 2.062 -0.278
F: 3.679 2.372 1.020
C: 3.532 0.731 -0.672
Se: 3.344 -0.675 0.605
C: 3.537 0.487 -2.041
F: 3.470 -0.761 -2.498
C: 3.616 1.509 -2.970
F: 3.613 1.244 -4.282